(1)
# C26H66N13OSSbTi

A structure of composition C26H66N13OSSbTi (ωB97M-V/def2-TZVPD, the Open Molecules 2025 dataset).

```
! RIJCOSX wB97M-V def2-TZVPD def2/J DEFGRID3
* xyz 4 1
Ti -0.1303 0.0216 0.6418
C 0.1604 1.2915 4.9279
N 1.3649 1.7019 4.2027
C 2.3492 2.4001 5.0510
C 1.5858 1.4202 2.9273
N 0.9944 0.3546 2.3133
C 0.8933 -0.8918 3.1033
C 1.3044 -2.0793 2.2315
N 1.0473 -1.8492 0.7611
C 2.3737 -2.1547 0.0772
C 2.6423 -1.8503 -1.4036
N 1.5564 -2.1215 -2.2979
C 1.8422 -2.7524 -3.4229
N 3.0876 -2.8024 -3.9849
C 3.6297 -4.0079 -4.6109
C 3.9527 -1.6386 -4.0292
N 0.8417 -3.3949 -4.0698
C 0.8489 -3.6547 -5.5088
C -0.3420 -3.8086 -3.3349
C 0.0275 -2.8137 0.2396
C -1.2941 -2.6432 0.9619
N -1.5853 -1.1981 1.1839
C -2.8555 -0.9509 1.7111
N -3.5979 0.0432 1.2038
C -4.5412 0.8124 2.0229
C -3.7426 0.2594 -0.2359
N -3.3695 -1.7046 2.6788
C -4.8220 -1.9516 2.7749
C -2.6171 -2.4001 3.7240
N 2.4269 2.2031 2.1828
C 2.5476 3.6484 2.4243
C 3.6607 1.5951 1.6612
H -0.1998 2.1476 5.4981
H 0.3832 0.4857 5.6273
H -0.6106 0.9749 4.2333
H 2.3822 1.8807 6.0072
H 2.0583 3.4348 5.2265
H 3.3371 2.3540 4.6059
H -0.1158 -1.0187 3.4847
H 1.5572 -0.8489 3.9678
H 0.8040 -2.9897 2.5604
H 2.3684 -2.2566 2.3601
H 2.5237 -3.2246 0.2466
H 3.1439 -1.6407 0.6554
H 3.5350 -2.4524 -1.6172
H 3.0168 -0.8148 -1.4954
H 2.9932 -4.8607 -4.3931
H 4.6178 -4.2072 -4.1936
H 3.7308 -3.9001 -5.6920
H 3.3974 -0.7527 -3.7181
H 4.2968 -1.4782 -5.0530
H 4.8369 -1.7436 -3.3946
H 1.6019 -3.0429 -5.9967
H -0.1252 -3.3921 -5.9213
H 1.0425 -4.7034 -5.7363
H -0.9511 -2.9552 -3.0215
H -0.0632 -4.3878 -2.4535
H -0.9462 -4.4437 -3.9776
H 0.3912 -3.8359 0.3760
H -0.0456 -2.6309 -0.8311
H -1.2780 -3.1756 1.9103
H -2.0889 -3.0866 0.3579
H -4.2915 0.7208 3.0768
H -5.5739 0.5030 1.8655
H -4.4560 1.8590 1.7281
H -3.3051 -0.5672 -0.7879
H -3.2963 1.2032 -0.5499
H -4.8079 0.2867 -0.4690
H -5.3063 -1.7318 1.8289
H -5.2768 -1.3735 3.5778
H -4.9546 -3.0099 2.9934
H -1.5738 -2.1132 3.7143
H -2.7064 -3.4800 3.6035
H -3.0455 -2.1303 4.6894
H 1.6401 4.0322 2.8841
H 2.6844 4.1427 1.4621
H 3.4025 3.9015 3.0513
H 3.5350 0.5187 1.5544
H 4.4900 1.7708 2.3502
H 3.9347 2.0449 0.7057
N 1.5661 0.9951 -0.5045
N 1.4877 1.1303 -1.8983
C 0.4669 0.5578 -2.5420
N 0.4244 0.5623 -3.8533
S -0.8678 -0.0392 -1.6325
H 1.6655 1.9151 -0.0712
H 2.4008 0.4545 -0.2797
H 2.3182 1.4407 -2.3879
H 1.1887 0.8932 -4.4268
H -0.3465 0.1159 -4.3289
C -1.3676 2.6090 2.0031
O -0.9627 1.8241 0.8532
H -1.9789 3.4369 1.6463
H -0.4896 3.0010 2.5103
H -1.9551 1.9837 2.6692
H -1.2090 2.3971 -0.0093
C -2.4594 5.8153 -1.0896
Sb -1.9122 3.8316 -1.6039
C -0.5965 4.1932 -3.2363
C -3.6450 3.2054 -2.6637
H -2.8084 6.3197 -1.9890
H -1.6024 6.3504 -0.6858
H -3.2595 5.8045 -0.3522
H -1.0404 4.9562 -3.8740
H -0.4692 3.2835 -3.8218
H 0.3713 4.5483 -2.8873
H -3.8099 3.8854 -3.4979
H -4.5145 3.2408 -2.0090
H -3.5214 2.1931 -3.0461
*
```



(2)
# C26H68N4P2

A cluster of 5 separate species, C26H68N4P2 in total (ωB97M-V/def2-TZVPD, the Open Molecules 2025 dataset).

```
! RIJCOSX wB97M-V def2-TZVPD def2/J DEFGRID3
* xyz 0 1
N -1.2749 -3.6499 1.9526
P -0.7722 -4.7316 0.9296
P -1.8099 -4.8487 -1.0138
C -3.4722 -4.1667 -0.6174
C -4.4936 -4.8320 0.3416
N -5.6522 -3.9527 0.5050
N -3.9859 -5.1053 1.6735
N -4.9648 -6.0530 -0.2833
H -0.5472 -2.9721 2.1557
H -0.7461 -6.0703 1.3785
H 0.5574 -4.6098 0.4895
H -2.1194 -6.2261 -0.9562
H -3.9449 -4.0884 -1.6016
H -3.2843 -3.1461 -0.2777
H -5.8481 -3.4780 -0.3711
H -5.4332 -3.2249 1.1806
H -3.3212 -5.8711 1.6494
H -3.4770 -4.3214 2.0744
H -5.3933 -6.6567 0.4088
H -4.2237 -6.5626 -0.7482
C -8.8356 1.5495 3.4845
C -8.6120 1.6841 1.9824
C -8.5659 0.3447 1.2482
C -7.4494 -0.5971 1.7034
C -6.0407 -0.0184 1.5960
C -5.6417 0.3305 0.1643
H -8.0244 1.0007 3.9656
H -8.8990 2.5265 3.9649
H -9.7649 1.0141 3.6925
H -7.6872 2.2395 1.7999
H -9.4138 2.2890 1.5510
H -8.4738 0.5315 0.1748
H -9.5240 -0.1671 1.3820
H -7.5005 -1.5112 1.1022
H -7.6320 -0.9096 2.7348
H -5.3318 -0.7502 1.9965
H -5.9424 0.8665 2.2312
H -5.6983 -0.5529 -0.4776
H -4.6204 0.7101 0.1215
H -6.2908 1.0938 -0.2671
C 1.1914 2.3017 3.3738
C 0.5022 2.4630 2.0235
C -1.0226 2.4107 2.0968
C -1.5790 1.0928 2.6422
C -1.0993 -0.1542 1.9003
C -1.4943 -0.1786 0.4309
H 0.9613 1.3378 3.8317
H 2.2765 2.3643 3.2734
H 0.8756 3.0822 4.0700
H 0.8570 1.6828 1.3450
H 0.8045 3.4135 1.5758
H -1.4284 2.5935 1.0979
H -1.3849 3.2318 2.7234
H -2.6728 1.1322 2.6038
H -1.3205 0.9937 3.6998
H -1.5242 -1.0356 2.3862
H -0.0122 -0.2441 1.9934
H -2.5808 -0.1270 0.3275
H -1.1643 -1.0964 -0.0604
H -1.0736 0.6603 -0.1271
C 2.8905 -0.1985 0.7459
C 4.2994 -0.7790 0.7694
C 5.2504 -0.0106 1.6868
C 5.4326 1.4649 1.3241
C 5.9050 1.7167 -0.1060
C 7.2628 1.1008 -0.4254
H 2.8840 0.8229 0.3617
H 2.2220 -0.7879 0.1153
H 2.4663 -0.1741 1.7535
H 4.6998 -0.8028 -0.2483
H 4.2609 -1.8198 1.1016
H 6.2218 -0.5121 1.6928
H 4.8755 -0.0691 2.7139
H 6.1511 1.9086 2.0207
H 4.4917 1.9991 1.4839
H 5.9529 2.7962 -0.2726
H 5.1608 1.3391 -0.8142
H 8.0328 1.4839 0.2482
H 7.5702 1.3306 -1.4474
H 7.2470 0.0140 -0.3263
C 4.6543 3.4711 -3.3126
C 5.0317 3.4932 -4.7884
C 5.0566 2.1015 -5.4202
C 6.0317 1.1206 -4.7635
C 7.4825 1.5965 -4.7071
C 8.0942 1.8535 -6.0797
H 5.3767 2.8965 -2.7308
H 4.6201 4.4759 -2.8894
H 3.6735 3.0122 -3.1647
H 6.0093 3.9701 -4.9043
H 4.3254 4.1179 -5.3410
H 5.2891 2.1966 -6.4841
H 4.0510 1.6715 -5.3698
H 5.9900 0.1724 -5.3092
H 5.6946 0.8958 -3.7474
H 8.0752 0.8419 -4.1828
H 7.5514 2.5052 -4.1014
H 8.0567 0.9527 -6.6966
H 9.1381 2.1582 -5.9978
H 7.5641 2.6428 -6.6153
*
```



(3)
# C26H69LiO9

A structure of composition C26H69LiO9 in a non-equilibrium geometry (ωB97M-V/def2-TZVPD, the Open Molecules 2025 dataset).

```
! RIJCOSX wB97M-V def2-TZVPD def2/J DEFGRID3
* xyz 0 1
Li -7.4986 -16.9534 5.9346
C -5.0460 -15.1595 8.2399
C -5.1529 -16.5981 7.7710
O -6.4282 -17.0185 7.5183
H -3.9943 -14.8805 8.3868
H -5.5253 -15.0801 9.2273
H -5.5530 -14.4617 7.5693
H -4.6970 -17.2364 8.5749
H -4.4769 -16.7493 6.8862
C -3.5085 -12.1089 6.3619
C -4.2367 -11.0225 7.1263
C -5.5938 -11.4677 7.6737
O -3.4131 -10.4729 8.2188
H -3.3396 -12.9952 6.9788
H -2.5419 -11.7388 6.0117
H -4.1033 -12.3475 5.4749
H -4.3713 -10.2034 6.3967
H -5.4578 -12.0898 8.5677
H -6.1918 -12.0633 6.9770
H -6.1740 -10.6003 8.0004
H -2.7082 -11.0821 8.4521
C -7.5631 -17.3706 11.0121
C -8.8880 -17.1067 10.3325
C -9.9835 -16.5712 11.3017
O -8.7363 -16.2059 9.2159
H -6.9249 -17.9848 10.3677
H -7.7279 -17.9015 11.9519
H -7.0143 -16.4321 11.1814
H -9.2356 -18.1028 9.9623
H -10.9067 -16.3797 10.7554
H -9.6700 -15.6436 11.7968
H -10.1985 -17.3136 12.0782
H -7.8313 -16.4063 8.8034
C -5.9388 -22.0440 7.9577
C -5.5670 -20.6039 8.2495
C -4.0870 -20.3229 7.9099
O -6.4752 -19.7932 7.4464
H -5.3846 -22.7276 8.5995
H -5.7324 -22.2655 6.9077
H -7.0040 -22.1983 8.1427
H -5.7260 -20.3878 9.3235
H -3.4414 -21.1798 8.1521
H -3.7072 -19.4946 8.5224
H -3.9716 -20.0723 6.8623
H -6.3294 -18.8181 7.5979
C -5.3972 -14.0568 12.3898
C -4.1574 -14.7902 11.9008
C -3.1289 -13.8358 11.4060
O -3.5657 -15.5270 12.9831
H -6.1212 -14.7859 12.7848
H -5.8975 -13.4945 11.6116
H -5.0970 -13.4083 13.2171
H -4.4367 -15.4893 11.0900
H -2.9450 -13.0550 12.1312
H -3.4389 -13.4673 10.4243
H -2.1985 -14.3807 11.2132
H -4.2446 -16.0858 13.3847
C -5.6325 -16.3849 2.4334
C -5.7425 -16.1051 3.9280
C -4.8206 -14.9790 4.3662
O -7.1548 -15.8224 4.3456
H -5.8655 -15.5002 1.8214
H -6.3389 -17.1649 2.1297
H -4.6340 -16.7411 2.1787
H -5.4032 -17.0144 4.4554
H -3.7935 -15.1806 4.0625
H -4.8196 -14.8639 5.4527
H -5.1477 -14.0214 3.9252
H -7.4022 -14.9922 3.9003
C 1.2020 -14.9035 5.1282
C 0.0722 -14.2760 5.8664
C -1.1150 -15.2458 5.9467
O 0.5193 -13.8536 7.2437
H 2.0641 -14.2410 5.0881
H 0.9031 -15.1065 4.0919
H 1.4336 -15.8827 5.5611
H -0.2389 -13.3425 5.3773
H -1.3497 -15.5284 4.9116
H -1.9543 -14.7729 6.4411
H -0.8027 -16.1145 6.5203
H 1.2612 -14.3979 7.5424
C -0.2058 -18.5283 10.7725
C -1.1981 -19.0156 9.7277
C -1.4836 -17.9593 8.6373
O -0.6614 -20.2154 8.9957
H 0.7313 -18.2073 10.3244
H 0.0417 -19.3570 11.4555
H -0.6492 -17.7346 11.3776
H -2.1453 -19.3240 10.2104
H -0.5381 -17.6646 8.1759
H -1.9388 -17.0640 9.0738
H -2.1900 -18.3270 7.8916
H -0.5920 -20.9557 9.6122
C -9.6715 -13.0573 8.3653
C -9.6158 -12.8707 9.8786
C -8.2384 -12.9228 10.5441
O -10.2686 -11.5929 10.2552
H -10.7126 -13.1720 8.0452
H -9.2341 -14.0113 8.0346
H -9.2335 -12.2033 7.8364
H -10.2179 -13.6807 10.3130
H -7.6695 -13.8022 10.2430
H -8.3451 -12.8528 11.6183
H -7.6613 -12.0545 10.1710
H -9.6936 -10.8688 9.9648
*
```

The calculation puts the energy above the lowest of the compared OMol25 structures with the same formula, charge and spin at 0.0 kcal/mol.



| no. | calculated total energy (Eh) | frontier orbital gap (eV) |
| --- | --- | --- |
| 1 | -3303.913688 | 5.4 |
| 2 | -1933.129506 | 9.3 |
| 3 | -1716.707486 | 8.5 |